Record 1
The following is a DFT calculation (wB97M-V/def2-TZVPD) of a structure of composition C25H28FLi2MgN4NaO8P in a non-equilibrium geometry.

```
71
Properties=species:S:1:pos:R:3:forces:R:3:mulliken_charge:R:1
H -1.5008 -1.1130 -3.1653 -0.06 1.22 -0.34 0.16
O -1.9414 3.1507 4.9582 0.90 -1.73 -1.19 -0.52
H 5.1910 -0.3487 4.2287 0.32 0.09 0.01 0.27
H 0.6333 -3.2150 4.3194 0.11 -0.13 -0.06 0.42
H 3.6982 -2.1630 3.5056 0.07 0.01 0.12 0.07
H 5.5156 -2.7387 6.6716 0.19 -0.06 -0.08 0.35
N 1.4384 -2.4842 2.5668 -0.13 -0.91 -0.22 -0.09
C 1.2995 -5.1037 1.5959 -0.07 -0.01 0.14 -0.22
H 1.5812 2.0211 -1.3084 -2.43 0.35 -1.71 0.37
C 0.8713 -4.8088 2.8862 -0.03 -0.04 -0.37 -0.68
H -5.3081 -2.5889 1.2249 0.07 -0.07 -0.11 0.39
C 0.1150 2.3209 2.1209 3.15 -2.17 -4.47 0.33
C -0.8798 4.3617 -4.9464 -1.41 -1.63 -0.47 -0.09
H 6.0008 -1.4248 3.0629 0.24 0.19 0.13 0.28
C 5.3935 -3.6005 6.0104 0.04 -0.18 0.19 -1.42
C -3.3060 -1.9905 0.7875 1.95 0.54 1.54 0.27
C -0.0603 0.8051 2.1578 0.23 -1.45 -0.64 0.15
H 6.3320 -3.8236 5.4964 0.02 0.15 0.15 0.37
H 2.1380 -4.2794 -0.2166 -0.03 0.06 0.09 0.43
H -0.4768 4.0391 3.1610 -0.02 0.08 0.00 0.49
H -4.2804 -3.8833 0.5704 -0.07 0.15 -0.28 0.36
H 0.4788 -5.5823 3.5366 0.08 0.11 -0.03 0.48
O -3.8826 6.1442 -7.4684 5.39 -0.79 0.42 -0.56
O -1.3491 -2.0363 -3.0770 -0.43 -0.84 0.72 -0.95
N 4.4712 -2.2798 4.1506 -0.15 -0.56 0.40 -0.05
H -0.0318 5.1567 -5.0976 -2.17 -1.12 0.94 0.02
C -0.5477 0.9980 -1.7983 -1.09 2.40 -2.52 0.10
O -3.2840 -1.1983 1.7280 -0.60 -0.58 -0.95 -0.55
H -1.9025 7.1486 -6.3861 0.68 -0.96 -0.85 0.21
F 2.6080 6.9619 -8.8952 -1.74 -0.66 1.03 -0.85
H -0.3988 0.1632 -0.9855 -0.28 1.84 -1.91 0.19
C -1.3679 2.3693 4.1926 -0.61 1.96 0.72 0.34
C 0.6168 2.1161 -2.0054 -0.90 0.13 -1.17 -0.33
O -2.0981 0.3413 5.2596 1.87 0.83 -2.85 -0.51
C -1.4541 0.8493 4.2909 -3.36 2.31 5.24 0.41
H 1.2454 -6.1209 1.2190 0.02 0.12 0.05 0.43
C -0.6582 3.1764 -3.7932 -1.52 0.45 -0.26 0.74
N -1.8207 0.9937 -2.5957 4.85 4.15 -0.28 -0.25
H 6.3544 -1.5712 4.8046 -0.21 -0.02 -0.13 0.38
H -1.7597 -3.1998 -0.0643 -0.12 0.04 -0.42 0.31
H -1.3069 -1.5040 0.2175 -0.20 -0.19 -0.03 -0.63
C 1.8484 -2.8014 1.3191 -0.19 0.22 0.68 -0.20
C -3.1952 2.1942 -4.5849 0.88 3.01 -2.03 -0.50
H -1.5430 5.7825 -8.3312 0.46 0.05 0.39 0.01
O 0.3876 0.0313 1.3060 -0.72 1.66 0.94 -0.46
C -0.8146 0.2131 3.2945 2.16 -2.30 -3.31 0.05
H -4.3722 3.4233 -6.4093 1.99 -0.04 1.59 0.41
O 0.8253 2.8244 1.1970 -1.77 -0.78 2.16 -0.59
C -1.8593 2.0946 -3.6172 0.35 0.41 -0.01 0.31
C 1.7974 -4.0825 0.7936 -0.03 -0.05 0.12 -0.73
H -0.8290 -0.8709 3.2729 0.05 -0.11 -0.03 0.58
H 5.1185 -4.4666 6.6190 -0.05 0.21 -0.23 0.31
P -2.3233 5.9563 -7.1307 -7.74 -0.35 2.21 0.24
H -4.9024 -2.5887 -0.5058 -0.37 -3.89 1.46 0.13
Li -1.5103 3.0962 -7.9688 -0.09 -0.13 0.72 0.84
C -2.1134 -2.1669 -0.1138 -0.37 0.38 1.07 0.22
O 3.2936 -4.0201 4.9391 0.48 0.21 0.16 -0.58
H -4.0809 1.4243 -4.4646 2.24 1.70 -0.14 0.26
C 4.3079 -3.3293 5.0058 -0.70 -0.16 -0.34 0.94
N 0.6140 3.2459 -2.9973 -4.93 -5.41 0.79 -0.76
H -2.3817 -1.9052 -1.1405 0.59 -0.47 -0.87 0.39
C 5.5780 -1.3579 4.0683 -0.26 0.10 -0.29 -0.94
C -4.5265 -2.8212 0.4937 -0.71 -0.62 0.86 -0.85
C 0.9582 -3.4963 3.3216 0.20 0.72 -0.36 -0.23
C -3.4176 3.3731 -5.7339 3.63 -1.29 3.13 -0.24
Mg 1.5775 3.6674 -4.9731 0.32 -0.34 -0.19 0.54
H 2.2317 -1.9710 0.7334 -0.05 -0.07 -0.02 0.45
Na -4.6475 -1.2026 -0.9670 0.64 4.45 -2.52 0.93
Li 0.3631 6.2436 -7.5652 2.20 0.73 -0.95 0.74
C -2.2153 4.4936 -5.8919 1.19 -2.57 1.39 -0.58
C -0.5358 2.9580 3.1103 -1.95 1.66 3.08 -0.30
```
Positions in Å, forces in eV/Å.

* energy relative to the best compared isomer or geometry (same formula, charge and spin): 561.8 kJ/mol
* charge: +1
* orbital gap: 2.0625 eV


Record 2
The following is a DFT calculation (wB97M-V/def2-TZVPD) of a structure of composition C25H28N2O3 in a non-equilibrium geometry.

```
58
Properties=species:S:1:pos:R:3:forces:R:3:nbo_charge:R:1
O 2.4288 0.4180 1.1954 9.70 -1.94 -4.21 -0.47
H 0.4221 0.6733 -3.9092 1.72 4.27 -7.93 0.17
C -4.5040 0.7639 4.2949 0.90 6.89 0.48 -0.47
H 5.2313 -2.4822 -3.2372 -1.24 0.05 -0.56 0.23
N -3.0029 -0.2491 0.5148 2.18 -4.78 1.81 -0.58
H -0.7518 -1.7004 0.0025 0.67 1.16 -1.22 0.21
C -0.4176 -1.0540 -0.8886 -3.70 -1.66 2.77 -0.17
C -1.2728 0.0538 -1.2114 4.20 -3.50 -1.33 -0.20
H 2.8561 -1.5157 -6.7526 -1.73 1.48 -10.15 0.19
H 5.0173 -2.4034 -5.7545 5.30 -1.37 -3.40 0.18
C -2.1765 0.8221 5.2293 -1.52 9.14 1.42 -0.34
H -4.5033 -0.4244 1.9583 2.63 1.62 -0.16 0.21
C 4.1389 -2.3241 -5.3788 -3.32 2.30 7.35 -0.14
C 4.2653 -2.2574 -3.7510 2.76 -1.92 -7.06 -0.20
H 1.0405 -0.8079 -5.6168 2.94 -1.07 1.89 0.18
C -1.0160 0.7258 -2.3480 4.46 2.30 -1.91 -0.11
C -0.7457 1.3766 2.1027 1.91 -4.96 0.87 -0.35
C -2.1833 0.4372 -0.2788 -6.18 8.75 2.76 0.65
H 1.3625 -2.0251 2.3501 0.99 3.87 -0.36 0.23
C 1.0337 -0.8175 2.3723 -3.41 -10.88 3.24 -0.36
C -0.3347 -1.0979 2.7672 1.54 -3.23 2.14 -0.27
H -4.8447 -0.0916 4.7760 -0.73 -2.30 -0.12 0.18
H 3.0170 -1.6763 0.5014 -0.05 1.02 1.10 0.21
H -1.3525 1.8262 -2.4804 -0.14 -2.38 -0.20 0.26
H -2.9802 -1.0030 3.5068 -0.62 -3.24 1.07 0.18
O -2.5278 1.6871 -0.2373 1.91 -1.74 -1.02 -0.68
C -2.6745 -0.1590 3.0386 5.20 4.32 2.46 -0.16
H -3.8620 1.3887 1.6983 2.02 -3.68 0.89 0.28
H -1.2251 0.8866 4.8870 3.23 0.73 -0.39 0.21
C 1.3509 0.2347 1.7444 -2.79 3.37 -0.37 0.24
C 0.5088 -1.5784 -1.6674 4.75 -1.61 -1.80 -0.19
H 3.6404 -1.0521 2.2307 -0.37 -0.14 -1.42 0.22
C 2.0128 -1.2733 -3.6856 0.97 -0.95 0.79 -0.14
H -2.6064 1.8257 5.8933 2.00 -2.70 -0.95 0.16
C -1.1344 -0.1193 2.7150 -5.75 8.21 -1.47 0.00
C 0.5410 1.4159 1.5573 -5.75 -3.46 4.48 0.36
H 0.7643 4.2964 0.0198 -2.13 -2.38 1.13 0.22
H -2.5887 -1.1983 0.5924 -0.95 0.25 0.02 0.36
H 4.4088 -0.3785 0.5744 -2.94 -1.17 1.74 0.21
N -2.9701 0.9494 4.1714 -5.51 -1.93 -8.53 -0.42
C 1.0420 -0.8190 -2.7396 -4.31 2.08 -0.46 -0.02
C 0.2792 0.3169 -3.0702 -4.18 -3.87 8.62 -0.14
H -0.8027 3.1907 0.2120 -3.11 -1.46 -1.38 0.22
H -4.6910 1.5201 5.1216 -0.09 -0.59 -0.52 0.20
H -1.3755 2.2371 2.1139 -0.68 -0.14 0.14 0.24
H 3.2598 -1.6323 -2.0588 -0.07 -0.79 -2.06 0.18
C 3.0721 -1.6590 -5.8832 1.92 -2.48 10.34 -0.22
C 3.3954 -0.8345 1.1507 1.76 3.21 -1.11 -0.29
H -0.8189 -2.0476 3.3217 1.91 1.74 -1.57 0.22
H -2.3076 0.0387 5.7076 -1.07 -7.55 5.28 0.14
C 0.0551 3.5034 0.6228 8.14 4.85 5.66 -0.25
C -3.4116 0.1712 1.8774 -8.10 2.57 -4.55 -0.22
H 0.0500 4.1234 1.8263 -1.11 -1.57 -3.90 0.19
C 3.1716 -1.8333 -3.2354 -0.01 1.45 9.09 -0.18
H 1.1110 -2.5539 -1.5752 -1.49 1.29 0.78 0.22
H -5.1891 1.3888 3.4184 2.24 -2.73 2.23 0.24
C 2.0721 -1.2451 -4.9858 -5.80 2.50 -6.18 -0.09
O 1.0581 2.4457 1.0841 0.88 4.73 -4.26 -0.50
```
Positions in Å, forces in eV/Å.

* energy relative to the best compared isomer or geometry (same formula, charge and spin): 1883.8 kJ/mol
* charge: 0
* orbital gap: 7.7813 eV


Record 3
The following is a DFT calculation (wB97M-V/def2-TZVPD) of the molecule C25H28N4O3 in a non-equilibrium geometry.

```
60
Properties=species:S:1:pos:R:3:forces:R:3:nbo_charge:R:1
H 1.8966 0.5783 -1.7831 0.04 -0.13 -0.08 0.24
C 4.7576 -0.8232 -0.5219 0.19 0.17 -0.03 0.69
C 3.7580 0.6391 1.6311 0.36 -0.20 0.27 -0.24
N -3.5574 -2.0910 -0.0179 -1.14 0.18 0.47 -0.14
H -1.2841 2.5515 -2.0842 -0.06 0.03 -0.07 0.22
C -0.0431 -2.7644 -0.4518 0.03 -0.02 0.04 -0.28
O -2.4436 -2.4004 -0.7240 0.82 -0.21 -0.20 -0.29
C -3.7461 1.5574 0.7466 0.08 -0.01 -0.02 -0.21
H -0.1679 -3.5870 -1.1655 0.04 0.02 0.10 0.21
H 4.3241 0.9415 -1.5920 -0.05 -0.21 0.07 0.22
H 0.6071 -3.0805 0.3679 -0.20 -0.03 -0.17 0.27
H 3.6142 1.4103 2.3906 0.03 0.01 -0.01 0.20
H -3.3603 1.9916 1.6584 0.03 0.05 0.08 0.21
H 1.1320 1.2083 1.9886 0.08 -0.08 0.11 0.21
C -2.8748 1.2979 -0.3074 -0.24 -0.06 -0.03 -0.07
O 2.2206 -1.6358 0.4682 0.33 -0.07 0.31 -0.66
H -6.6479 0.5332 -0.6429 -0.09 -0.02 -0.01 0.21
C 0.5987 2.5064 -1.0741 0.06 0.05 0.14 -0.22
C -1.4397 1.5876 -0.1770 0.25 0.07 -0.02 -0.05
H 5.9739 -1.6674 0.8184 -0.07 0.07 -0.16 0.41
C 2.7964 2.3884 0.1527 0.12 0.02 0.05 -0.22
O 4.9628 -1.6595 -1.3817 -0.10 -0.15 -0.33 -0.64
C -3.1974 -1.8885 1.2211 0.41 -0.13 -0.36 0.16
H 1.1132 3.0222 -1.8747 0.07 0.02 -0.07 0.21
C -1.3778 -2.3926 0.0993 -0.12 0.09 0.82 0.32
C 5.1651 0.0577 1.7525 -0.26 0.41 0.23 -0.21
C -4.1763 -1.5601 2.2848 -0.09 -0.07 -0.04 -0.64
H 5.2835 -0.4657 2.7039 -0.01 -0.01 -0.06 0.20
H 3.1181 2.9052 -0.7590 -0.06 0.07 0.06 0.20
N 3.6691 1.2497 0.3254 -0.07 0.05 0.16 -0.46
C -0.7508 2.2378 -1.1978 -0.08 -0.01 0.06 -0.21
H -5.7639 1.5081 1.4447 -0.05 0.02 0.06 0.21
H -5.1169 0.0541 -2.5164 -0.03 -0.06 -0.07 0.21
C 1.8031 -1.2159 -0.5961 -0.26 0.16 -0.36 0.71
H -0.0741 -0.1301 -2.3632 -0.05 -0.05 -0.07 0.21
H -3.8857 -0.6440 2.7946 -0.04 0.07 0.04 0.22
C 3.8259 0.3595 -0.7976 -0.25 -0.22 -0.49 -0.11
C -5.0968 1.2918 0.6224 -0.09 -0.01 0.05 -0.21
C -1.7944 -2.0674 1.3562 0.13 -0.20 -0.74 -0.36
H -1.2559 0.7296 1.7738 -0.06 -0.06 0.06 0.21
C -0.7376 1.2319 0.9704 -0.07 0.04 -0.03 -0.20
C 0.6139 1.4952 1.0873 0.08 0.09 -0.02 -0.16
H -2.7196 0.5452 -2.3072 0.08 -0.04 -0.07 0.20
N 0.6292 -1.6596 -1.1132 -0.21 -0.27 0.13 -0.43
H 0.7168 -1.4804 -3.2092 -0.06 0.01 -0.04 0.20
H -0.8986 -1.6840 -2.5035 0.03 0.06 -0.04 0.23
H -5.1602 -1.4327 1.8446 -0.10 0.04 0.04 0.24
H 2.8912 -0.7749 -2.3434 -0.06 0.08 -0.03 0.26
C 2.5526 -0.2257 -1.4596 0.39 0.07 0.13 -0.53
C -4.7354 0.4840 -1.6026 -0.05 0.06 -0.08 -0.20
H -4.2087 -2.3643 3.0188 -0.04 -0.02 0.06 0.23
H 3.0338 -0.1704 1.7811 0.06 0.19 0.10 0.22
C -5.5940 0.7492 -0.5500 -0.09 0.01 -0.02 -0.21
C -3.3874 0.7641 -1.4863 0.02 0.09 0.03 -0.14
C 1.3076 2.1244 0.0609 -0.07 0.12 -0.13 -0.05
H 5.9050 0.8678 1.6979 -0.12 -0.05 0.13 0.18
C 0.0721 -1.2116 -2.3677 0.09 0.21 -0.30 -0.42
H -1.2002 -1.9815 2.2409 0.20 0.00 0.20 0.24
N 5.3714 -0.8712 0.6700 0.31 -0.27 0.29 -0.60
H 2.9832 3.0610 0.9980 0.02 0.02 -0.12 0.21
```
Positions in Å, forces in eV/Å.

* energy relative to the best compared isomer or geometry (same formula, charge and spin): 123.5 kJ/mol
* SMILES: Cc1cc(CN(C)C(=O)C[C@@H]2C(=O)NCCN2Cc2ccc(-c3ccccc3)cc2)on1
* charge: 0
* orbital gap: 8.9798 eV


Record 4
The following is a DFT calculation (wB97M-V/def2-TZVPD) of the molecule C25H28N6O3 in a non-equilibrium geometry.

```
62
Properties=species:S:1:pos:R:3:forces:R:3:nbo_charge:R:1
C -0.4262 2.9390 -2.2449 0.00 0.06 0.05 0.03
C 2.7914 -3.7657 1.9598 0.00 -0.02 -0.10 -0.23
C 1.7875 -0.2367 -0.0718 0.21 -0.05 -0.47 -0.13
H 1.6182 3.5427 -2.4467 0.09 0.02 0.07 0.21
H 2.8138 -7.3863 -2.3091 -0.02 0.09 -0.04 0.20
C -1.6536 2.7716 -4.3124 -0.09 -0.04 -0.08 -0.21
C 2.4840 -2.5849 1.2801 0.02 -0.33 -0.74 0.25
N -0.9130 -1.7559 2.2351 -0.05 0.30 1.23 -0.08
C -0.9916 0.4171 -0.6271 -0.05 0.08 -0.17 -0.29
H -0.6577 0.4265 3.4664 0.03 0.04 -0.10 0.23
H -3.1580 0.1487 2.8655 0.10 0.13 0.00 0.19
H -1.8060 2.6286 3.9464 0.06 0.03 0.07 0.21
C -3.8203 3.0060 3.2612 0.10 -0.10 -0.20 -0.43
H 1.5353 3.7081 -4.8965 0.06 0.03 -0.04 0.21
H 1.6642 -6.0259 -2.3497 0.03 0.01 0.00 0.18
H -4.3429 3.2145 1.1278 0.07 0.04 0.03 0.19
H 2.4481 -1.3921 2.9494 -0.06 0.13 -0.18 0.41
O 2.9080 -6.2046 -0.6998 0.04 -0.05 0.25 -0.49
H -2.5771 2.5636 -4.8329 -0.07 -0.01 -0.04 0.21
H -2.6737 3.6843 1.5510 -0.08 -0.01 0.00 0.16
H 3.4014 -5.7430 -2.6627 -0.03 0.00 0.02 0.17
H -4.8100 2.5821 3.4340 -0.03 0.03 0.00 0.21
C -0.3555 2.7657 -0.7471 0.00 -0.02 0.06 -0.24
N 2.3374 -1.3955 1.9420 0.00 0.14 0.35 -0.58
H -0.8838 -0.0077 -1.6372 -0.09 0.02 0.07 0.21
C 1.9676 -1.3859 -0.7604 0.08 0.45 0.26 -0.09
C 1.3512 1.0399 -0.7296 0.08 -0.04 0.13 -0.25
C -2.7375 2.0785 3.8064 -0.09 -0.04 -0.25 -0.43
H 3.1552 -5.8636 1.7722 0.03 -0.10 0.08 0.23
C -1.0954 0.6502 2.4918 -0.60 0.52 0.49 -0.26
H 0.3879 3.4488 -0.3255 -0.08 0.02 -0.01 0.21
H 1.8094 -1.4046 -1.8301 -0.05 0.05 -0.13 0.21
H -3.7797 4.0073 3.6821 -0.04 0.05 0.03 0.22
N -0.8518 -2.5930 1.2845 0.00 -0.90 0.17 -0.07
H -3.0125 1.6032 4.7443 0.07 -0.02 0.05 0.23
H 2.3080 -3.8044 -1.8771 -0.02 -0.05 -0.13 0.22
C 2.4557 -3.8157 -0.8093 0.04 -0.30 0.04 -0.25
H -0.5296 1.4461 2.0020 -0.03 -0.11 0.15 0.27
N 0.0091 1.4222 -0.3136 -0.01 0.01 -0.06 -0.43
H 2.0213 1.8417 -0.4048 0.00 0.00 -0.11 0.22
C -3.4923 2.9833 1.7716 -0.14 0.36 0.07 -0.06
C -2.5660 1.0554 2.6733 0.31 -0.35 0.44 0.10
H 1.4250 0.9256 -1.8246 0.04 0.02 0.11 0.18
C 0.6994 3.3154 -2.9687 -0.05 0.02 0.02 -0.23
C 2.7542 -4.9790 -0.1291 -0.01 0.22 0.02 0.29
C 1.9929 -0.1926 1.3732 0.18 -0.31 0.18 0.63
C 2.9251 -4.9404 1.2653 -0.04 0.06 -0.18 -0.21
H -0.5618 3.2137 -6.1007 -0.01 0.01 -0.08 0.21
O -3.0859 1.6561 1.4911 0.04 -0.15 -0.19 -0.55
C -0.5240 3.1376 -5.0240 -0.01 0.00 -0.08 -0.21
H -2.4932 2.3956 -2.3847 -0.09 -0.03 0.08 0.21
C -0.9383 -0.6948 0.3540 -0.28 -0.13 0.65 0.35
N -0.8675 -1.9845 0.1062 -0.13 0.53 -0.87 -0.32
C -1.6041 2.6731 -2.9331 0.04 0.03 0.03 -0.23
H 2.9122 -3.7479 3.0325 0.02 -0.02 0.13 0.21
N -0.9746 -0.5350 1.6978 0.16 -0.52 -1.39 -0.20
H -1.9801 0.8759 -0.5376 0.09 -0.01 -0.12 0.25
O 1.8785 0.8037 2.0713 0.00 0.33 0.06 -0.65
C 0.6522 3.4136 -4.3482 0.09 0.02 -0.07 -0.21
C 2.3168 -2.6080 -0.1140 0.15 -0.17 0.62 -0.12
H -1.3279 2.9919 -0.3027 0.04 0.06 0.01 0.21
C 2.6811 -6.3296 -2.0828 -0.02 -0.02 -0.16 -0.25
```
Positions in Å, forces in eV/Å.

* energy relative to the best compared isomer or geometry (same formula, charge and spin): 313.6 kJ/mol
* SMILES: COc1ccc2[nH]c(=O)c(CN(Cc3ccccc3)Cc3nnnn3C[C@H]3CCCO3)cc2c1
* charge: 0
* orbital gap: 8.1671 eV